1.
# C79H177N11O11

A 11-piece molecular cluster, C79H177N11O11 overall in a non-equilibrium geometry (ωB97M-V/def2-TZVPD, the OMol25 dataset).

Net charge   0
2S+1   1
Relative energy (zero: lowest compared OMol25 entry of this formula, charge and spin)   5.266 eV
Kohn-Sham gap   7.9 eV
Lowest unoccupied orbital energy   0.0136 hartree

XYZ file:
```
278
C79H177N11O11 | the OMol25 dataset | ωB97M-V/def2-TZVPD
H 1.337 4.858 -6.930
H -5.036 -3.044 -5.019
C -4.238 -5.250 -3.698
H 1.039 -7.092 -5.929
H 0.862 -6.248 -7.919
H -5.221 -0.904 -4.021
H -0.673 -3.127 6.045
H -0.235 6.930 -4.408
C 3.493 1.014 -4.237
C -3.017 3.736 -7.299
C -4.880 -3.066 -3.940
H -6.241 -0.178 4.995
C -0.046 4.801 -5.195
C 0.112 1.232 1.283
H 1.219 0.175 8.583
H -1.388 1.845 -4.846
N 2.081 -4.365 -6.201
C 0.690 -4.916 -6.156
H 6.415 -3.009 -2.731
H -5.853 -3.292 -3.505
N 7.100 -4.635 2.430
H -8.276 0.326 0.474
C 1.548 -2.183 0.388
C -0.738 2.808 -7.261
H 3.276 -3.685 -2.990
O -3.474 -4.866 2.554
H 9.889 -4.124 1.864
H -2.170 -1.356 1.104
H -2.728 4.472 -8.049
H -2.059 -3.447 10.455
C -0.443 -4.038 -5.501
C -5.784 1.120 3.450
C 0.320 6.306 -5.109
H -3.489 -6.042 -3.686
H -6.326 8.706 2.893
C 5.821 -2.095 -2.753
H 4.583 -4.667 -6.460
H -2.936 2.706 -4.524
H 0.294 1.467 7.756
H -0.534 -4.074 -4.416
N 0.656 -0.111 1.301
C 2.668 0.014 -0.004
H -5.368 -5.637 2.735
O -4.077 6.712 4.464
C -2.405 9.066 1.248
C -1.843 3.404 -6.357
C 8.273 0.286 -4.172
H 6.199 3.612 -0.779
H 1.064 -5.715 -3.275
C 5.617 -4.922 2.456
H 5.938 5.256 -1.125
C 7.747 -3.960 1.252
C 4.611 2.743 -2.520
H 4.971 2.219 -5.760
C 5.115 -6.162 1.663
H -1.058 -3.741 2.665
H 8.583 -1.263 -2.446
N 7.999 1.472 -3.426
O 6.656 -0.926 -2.795
C -1.921 -2.463 10.006
C -0.151 -0.605 7.227
H -2.748 -0.238 -3.629
H -3.940 2.249 3.679
H 1.293 2.688 -7.646
C -2.729 6.771 2.422
H 5.489 -4.173 4.482
H -2.439 -1.927 -3.790
H -6.179 -0.786 1.240
C -4.045 8.867 3.245
H 5.884 2.860 -4.567
C -5.290 1.030 1.987
H 0.770 2.142 -5.979
H -1.438 0.605 5.695
H 1.422 -7.306 -3.695
H -1.090 -2.054 10.580
H -2.503 6.217 -5.780
H 4.963 -5.973 0.601
H 2.780 -3.548 -7.545
H 8.103 -4.415 -0.880
H 9.075 -2.787 2.525
H -2.821 -2.574 6.579
H -3.797 4.219 -6.710
H -5.858 0.422 -0.003
C -3.105 5.245 2.033
O -2.339 5.465 -5.206
C -0.020 0.896 -1.291
C 6.931 -2.686 0.867
C 0.112 4.120 -3.839
H -3.992 5.349 1.409
C -4.963 2.331 4.046
H -5.798 -1.133 3.527
H 5.101 -1.986 -3.563
C -3.166 -1.155 -4.042
C 0.776 -1.848 6.952
C 1.053 4.185 -6.122
C -0.880 1.385 2.486
H -0.559 4.494 -3.065
H 4.657 4.269 -0.274
H -1.612 7.082 0.586
H -5.366 3.292 3.729
H -3.257 7.263 0.342
C 1.303 -0.656 0.203
C -2.489 7.503 1.078
H -3.157 -4.008 4.416
H -0.695 -5.633 -7.633
H -0.136 3.059 -3.872
C 0.353 -5.334 -7.615
C -5.587 9.009 3.634
H -1.448 -4.272 -5.850
H -4.566 -5.368 -4.731
C -2.975 -2.549 7.658
H 3.605 -6.101 -3.660
H 5.511 2.129 -2.485
H -5.123 1.997 1.512
H 2.808 0.885 -3.399
H 8.293 -5.139 3.757
H 7.566 0.174 -4.994
H 2.076 2.112 1.971
H -0.005 -0.009 5.155
H -1.928 0.522 9.232
C 5.382 -2.994 0.671
H -0.464 6.298 2.685
H -2.824 1.520 -5.789
H -1.172 -4.278 8.156
C -5.589 -0.246 4.125
H -3.436 10.608 4.409
C 0.804 0.511 7.634
C -0.656 -3.318 8.177
C -4.548 -1.586 -3.501
H -2.775 -1.810 10.186
H -3.374 2.841 -7.808
H 0.845 -1.083 -1.843
O 0.986 -0.562 2.556
C 1.187 2.370 1.395
O 7.904 -5.607 3.015
H -4.584 9.607 1.262
H 2.103 -2.615 -0.444
H -4.563 -3.327 3.504
H 4.279 0.259 -4.237
H 3.048 0.186 1.003
H -4.282 -6.315 3.844
H -2.742 -3.030 0.846
H 7.905 2.258 -4.054
N -7.126 1.530 3.414
C 1.519 -6.291 -4.081
C -1.367 6.670 3.168
H 0.424 -4.560 -8.380
C -6.269 0.273 0.996
H 2.103 -2.535 1.257
N -1.112 -0.871 8.334
C -3.188 9.548 4.364
H 0.108 6.845 -6.033
C -3.541 -3.701 3.443
H 1.365 6.588 -4.985
H -1.668 0.988 0.115
H 1.642 2.702 0.462
H -0.879 -3.036 4.025
C 4.060 2.475 -3.984
H 4.780 -3.293 -5.301
H 4.763 -2.922 2.679
H 9.528 -2.602 0.894
H -1.067 2.460 -0.137
H 1.596 0.554 6.886
N -3.786 7.380 3.242
H 5.204 -3.644 -0.186
C -8.566 -0.539 2.903
N -1.159 -2.825 3.077
H 0.742 1.575 -1.673
C 5.102 -5.053 3.968
C -2.790 -2.160 1.501
H -0.741 0.977 -2.105
H 0.110 -3.570 8.911
H -7.678 1.885 0.726
H -4.366 0.462 2.092
O 2.145 -3.216 -6.906
H -9.186 2.721 2.885
H -5.781 8.508 4.582
C -2.589 -2.528 3.038
H 2.614 1.008 -0.447
H 0.390 -1.313 2.612
H 4.895 -2.035 0.495
H -1.519 6.173 4.126
H 8.039 -1.910 -4.009
H -1.261 -1.215 5.566
N -1.347 4.694 -5.846
C 4.419 -4.312 -5.443
O -2.096 0.167 8.356
C 2.939 -4.459 -4.994
C 2.948 -5.881 -4.502
H -3.563 10.648 2.117
C -7.625 0.882 1.149
H 1.523 -1.864 7.746
H -1.525 9.321 1.838
H 6.918 -5.446 -0.184
H -0.175 -2.992 -5.650
C -8.141 0.847 2.532
H 10.487 0.239 -3.991
H -0.388 -6.515 -5.161
H 8.577 -5.715 0.285
C -3.724 9.586 1.931
H 1.298 -1.681 6.010
C -4.323 -5.933 2.824
H 5.936 -6.872 1.758
C -0.803 -0.267 5.851
H -0.306 1.429 3.412
H -3.246 9.226 5.404
H 4.203 -6.595 2.074
H 7.255 -2.244 -0.075
H 4.017 2.314 -1.714
C 4.797 -3.698 1.915
N 4.966 2.869 -4.988
H -0.761 3.280 -8.243
H 5.119 -4.699 -4.702
H -2.270 9.579 0.296
H -1.553 2.243 2.481
H -3.693 -2.068 -1.792
C -0.690 1.440 -0.051
H -5.006 6.483 4.382
H -2.142 9.644 4.074
O -7.706 1.872 4.655
O -3.839 -3.906 -3.456
H 3.792 -3.952 1.577
H -4.554 -0.255 4.466
H -3.117 -1.020 -5.123
O 4.845 4.118 -2.353
H 0.779 3.302 1.785
C 5.407 4.306 -1.064
N -4.438 -1.456 -2.091
H -5.240 -1.954 -1.732
H -7.777 -1.280 2.769
C 9.672 0.402 -4.696
H -2.252 4.919 1.436
C 9.167 -3.352 1.597
C -1.707 -2.267 8.490
H 0.692 -3.997 6.658
H 3.348 -0.596 -0.599
H -9.805 1.943 1.484
H -2.689 -1.579 3.564
H -7.884 2.782 4.406
H -3.788 -1.727 1.436
H -3.236 4.619 2.915
C 7.967 -1.067 -3.323
C 2.652 -3.537 -3.871
H 3.160 3.089 -3.985
C 0.369 -0.551 -1.019
H -8.995 -0.718 3.889
H -5.837 10.058 3.797
H 9.737 -0.356 -5.477
H 7.036 1.246 -3.226
H 2.907 0.873 -5.146
C 0.016 -3.173 6.888
H 9.899 1.331 -5.219
H -1.538 0.517 2.533
H -5.056 -5.524 -3.032
H 1.612 -3.640 -3.560
H -4.151 -6.792 2.176
H 1.140 4.288 -3.519
C -9.424 1.736 2.484
H -1.108 7.615 3.646
H -10.331 1.415 2.996
C -2.267 2.313 -5.290
H 5.087 -2.076 -1.947
C 0.668 2.881 -6.774
H -9.363 -0.898 2.252
H 2.748 -2.511 -4.226
H -0.983 1.772 -7.497
H 2.011 4.049 -5.620
H 4.019 -5.119 3.862
C 0.659 -6.264 -5.330
H -0.583 -1.037 -0.809
H -3.485 -3.465 7.958
H -5.075 2.410 5.128
H -3.721 -1.773 7.832
C 7.854 -4.936 0.044
H 3.230 -6.590 -5.281
H 7.045 -1.930 1.645
H 5.437 -5.950 4.489
H 0.594 -2.709 0.366
```

---

2.
# C2H5ClN2S

One molecule with the formula C2H5ClN2S in a non-equilibrium geometry (ωB97M-V/def2-TZVPD, the OMol25 dataset).

Net charge   0
2S+1   1
Relative energy (zero: lowest compared OMol25 entry of this formula, charge and spin)   1.401 eV
Kohn-Sham gap   9.1 eV
Lowest unoccupied orbital energy   0.0105 hartree

XYZ file:
```
11
C2H5ClN2S | the OMol25 dataset | ωB97M-V/def2-TZVPD
H -1.492 1.449 2.266
S -0.451 1.389 0.010
C 2.267 -0.161 -0.257
N 1.915 -1.326 -0.454
H -2.169 0.291 1.276
C -1.145 0.677 1.528
H 2.524 -2.134 -0.610
H -0.646 -0.159 2.010
N 1.320 0.889 -0.030
Cl 3.962 0.389 0.249
H 1.670 1.841 -0.205
```